Entry 1:
{"formula": "ClH2N2O", "method": "ωB97M-V/def2-TZVPD", "relative_energy_ev": 3.951, "total_charge": -1, "homo_lumo_gap_ev": [9.0, 9.0], "fmax_ev_per_a": 7.3, "energy_ev": -17581.70068, "multiplicity": 1, "elements": ["N", "N", "O", "Cl", "H", "H"], "xyz": [[0.440693, 0.331557, -0.113354], [-0.676970, -0.418509, 0.462120], [0.192214, 1.522703, -0.452101], [2.618488, -1.130089, -1.275103], [1.281297, -0.209385, -0.609412], [-1.326865, 0.374120, 0.497893]], "atomic_forces_ev_per_a": [[-7.2, -0.7, 0.9], [5.3, 2.7, -2.0], [1.4, -1.5, 0.7], [0.2, -0.1, -0.2], [0.5, -0.3, 0.6], [-0.2, -0.1, 0.1]], "lowdin_charge": [-0.260, 0.007, -0.161, -0.381, -0.186, -0.019]}

Entry 2:
{"formula": "C11H17BF3N3O4SY", "method": "ωB97M-V/def2-TZVPD", "total_charge": 3, "homo_lumo_gap_ev": 1.5, "fmax_ev_per_a": 2.9, "energy_ev": -45010.76596, "multiplicity": 1, "elements": ["O", "N", "O", "B", "C", "C", "C", "C", "C", "C", "C", "S", "C", "N", "N", "C", "O", "C", "O", "C", "F", "F", "F", "H", "H", "H", "H", "H", "H", "H", "H", "H", "H", "H", "H", "H", "H", "H", "H", "H", "Y"], "xyz": [[-2.404139, 0.577598, -3.401304], [-2.832903, -0.473117, -3.406731], [-1.737002, -1.491490, -3.562215], [-0.968672, -1.596206, -2.414585], [-1.612895, -1.580063, -0.997139], [-0.914721, -2.477319, 0.061115], [-0.942221, -1.828986, 1.461332], [0.149509, -0.799468, 1.750849], [-0.314661, 0.019230, 2.980265], [0.744420, 0.961736, 3.545973], [1.103279, 2.199822, 2.697188], [-0.431233, 3.144029, 2.499157], [-0.289775, 4.105706, 1.121059], [0.613872, 4.995966, 0.789023], [0.210654, 5.525403, -0.354752], [-0.906754, 4.949681, -0.685633], [-1.276452, 4.043844, 0.204379], [0.601297, -1.708098, -2.783178], [1.508064, -1.437598, -1.776686], [2.753109, -1.878932, -2.138347], [3.123441, -1.302565, -3.311265], [3.622349, -1.633991, -1.214259], [2.722014, -3.217407, -2.393624], [-2.624299, -1.959773, -1.128288], [-1.738616, -0.558210, -0.631060], [0.084999, -2.788470, -0.229537], [-1.513965, -3.375017, 0.162654], [-1.881322, -1.278250, 1.508344], [-1.007734, -2.578165, 2.240354], [1.075196, -1.292169, 2.035204], [0.287552, -0.095577, 0.928673], [-1.255771, 0.509464, 2.736598], [-0.541451, -0.688606, 3.772130], [0.437257, 1.308084, 4.528585], [1.672024, 0.419869, 3.702764], [1.756667, 2.803696, 3.326346], [1.615058, 1.978861, 1.769099], [-1.473225, 5.196399, -1.560693], [0.785328, -0.942746, -3.599837], [0.759962, -2.719532, -3.237059], [1.041757, -3.037630, -4.994901]], "atomic_forces_ev_per_a": [[0.0, -0.3, 0.0], [-1.9, 1.1, 0.0], [2.6, -0.8, 0.0], [-1.2, 0.1, 0.1], [0.8, -0.4, -0.2], [-0.5, 0.3, 0.7], [0.0, 0.5, -0.9], [-0.8, 0.2, 1.1], [0.6, -0.5, -0.3], [-0.6, 0.2, -0.2], [0.3, 0.2, 0.9], [-0.4, -0.6, -0.1], [0.1, -0.6, 0.3], [1.0, -0.1, 0.2], [0.8, 0.9, -0.2], [-0.1, 0.3, -0.2], [-1.2, -0.1, 0.0], [-0.6, 1.1, -0.6], [0.6, -0.9, -0.1], [0.6, 0.4, 0.7], [0.0, -0.3, -0.2], [-0.4, 0.0, -0.3], [-0.1, 0.0, -0.4], [-0.3, 0.1, -0.1], [0.1, 0.2, 0.1], [0.2, 0.0, 0.1], [0.0, -0.3, -0.3], [-0.3, -0.1, 0.1], [0.3, -0.2, 0.2], [0.3, 0.0, -0.4], [0.2, -0.2, -0.4], [-0.1, 0.3, 0.1], [-0.1, -0.1, 0.2], [-0.1, 0.1, 0.2], [0.3, 0.0, 0.0], [0.3, 0.2, -0.1], [-0.3, 0.2, -0.4], [-0.4, -0.3, -0.2], [-0.3, -0.4, -0.1], [-0.5, 0.0, 2.8], [0.6, 0.0, -2.1]], "lowdin_charge": [0.200, 0.115, -0.006, -0.423, -0.073, -0.172, -0.191, -0.193, -0.225, -0.240, -0.357, 1.273, -0.635, 0.136, 0.130, -0.070, 0.090, -0.187, 0.095, -0.678, 0.145, 0.294, 0.133, 0.128, 0.123, 0.099, 0.121, 0.115, 0.128, 0.123, 0.103, 0.095, 0.129, 0.122, 0.132, 0.109, 0.100, 0.164, 0.138, -0.039, 1.948]}

Entry 3:
{"formula": "C38H29BF5MnN3O5Se", "method": "ωB97M-V/def2-TZVPD", "total_charge": 0, "homo_lumo_gap_ev": [5.4, 6.6], "fmax_ev_per_a": 1.0, "energy_ev": -165514.25020, "multiplicity": 4, "elements": ["Mn", "C", "O", "C", "C", "C", "C", "C", "C", "N", "N", "C", "C", "O", "C", "C", "C", "C", "C", "C", "C", "C", "H", "H", "H", "H", "H", "H", "H", "H", "H", "H", "H", "H", "H", "Se", "C", "C", "C", "N", "C", "C", "H", "H", "H", "H", "C", "C", "C", "C", "C", "C", "C", "C", "O", "B", "O", "C", "C", "H", "H", "H", "H", "H", "H", "H", "H", "H", "H", "H", "H", "F", "C", "C", "F", "C", "F", "C", "O", "C", "F", "C", "F"], "xyz": [[-2.047729, -0.533989, 0.633627], [1.386867, -2.891838, 0.343161], [0.000077, -0.860286, 1.439641], [0.192845, -0.098580, 2.601531], [1.354447, -0.178907, 3.352141], [1.459319, 0.570191, 4.511030], [0.403599, 1.379734, 4.921193], [-0.765926, 1.409521, 4.185737], [-0.870938, 0.655064, 3.028391], [-2.077506, 0.560960, 2.242066], [-2.982643, 1.349193, 2.595484], [-4.207133, 1.352050, 2.004980], [-4.639675, 0.379560, 1.095492], [-3.856575, -0.532456, 0.589855], [-6.009371, 0.334971, 0.700753], [-6.867976, 1.267790, 1.166971], [-6.463519, 2.320137, 2.054570], [-7.385445, 3.292543, 2.488356], [-6.988350, 4.304731, 3.320376], [-5.646543, 4.371277, 3.735114], [-4.732769, 3.431973, 3.322645], [-5.129367, 2.378861, 2.477378], [3.192397, -3.113332, 1.427630], [1.085399, -3.062217, -0.686147], [-0.082307, -3.940555, 1.018975], [2.172568, -0.811906, 3.039480], [2.367859, 0.513526, 5.096921], [0.485322, 1.971231, 5.823440], [-1.613650, 2.001342, 4.501035], [-6.311786, -0.442250, 0.012299], [-7.907296, 1.239782, 0.855307], [-8.412985, 3.229771, 2.148191], [-7.698899, 5.051540, 3.650052], [-5.325876, 5.178727, 4.382103], [-3.698378, 3.501077, 3.631097], [-1.921679, -2.462998, -0.805839], [-0.812798, -2.005247, -2.290527], [-0.605930, -2.977302, -3.258788], [0.209661, -2.688725, -4.344443], [0.818752, -1.516750, -4.532922], [0.602057, -0.588083, -3.597115], [-0.192265, -0.774098, -2.474063], [-1.064669, -3.954390, -3.171477], [0.382328, -3.447220, -5.101994], [1.091952, 0.367793, -3.750850], [-0.319604, 0.039481, -1.770933], [6.775924, -0.021126, -1.685059], [6.584235, -1.535897, -1.684597], [6.687001, -2.032715, -3.136293], [7.713391, -2.172409, -0.859310], [5.247004, -1.938237, -1.075344], [4.814618, -3.302642, -1.144890], [3.691016, -3.762189, -0.541004], [2.918539, -2.873264, 0.379676], [0.863924, -3.887757, 1.219367], [1.130415, -1.414410, 0.781922], [2.229842, -0.622491, 0.614004], [3.258628, -1.447996, 0.134826], [4.364046, -0.992862, -0.469874], [7.745731, 0.219616, -2.124981], [6.759930, 0.391345, -0.673505], [6.006961, 0.485535, -2.274746], [7.589603, -1.627937, -3.602690], [5.824129, -1.712543, -3.725107], [6.749195, -3.120976, -3.196584], [8.686876, -1.962870, -1.313912], [7.593711, -3.256790, -0.799740], [7.719355, -1.776239, 0.159345], [5.398099, -3.995821, -1.742112], [3.369738, -4.791308, -0.659414], [4.523560, 0.074235, -0.555195], [-4.130790, 4.319157, -3.800564], [-3.526355, 3.489539, -2.947576], [-2.656704, 3.975771, -1.993404], [-2.412858, 5.286797, -1.915762], [-2.048582, 3.104747, -1.113039], [-1.224524, 3.608204, -0.187868], [-2.262814, 1.729721, -1.153307], [-1.602211, 0.990472, -0.259481], [-3.140204, 1.265603, -2.122345], [-3.425883, -0.038685, -2.229947], [-3.767467, 2.132236, -3.001962], [-4.612942, 1.642491, -3.911457]], "atomic_forces_ev_per_a": [[0.5, -0.4, -0.3], [0.0, -0.3, 0.1], [0.0, 0.1, 0.1], [0.4, -0.5, -0.4], [0.1, 0.0, 0.1], [-0.1, 0.0, 0.0], [0.0, 0.0, 0.0], [0.0, 0.2, 0.2], [-0.8, 0.1, -0.3], [0.7, 0.0, 0.7], [-0.4, 0.4, 0.0], [0.0, 0.4, 0.4], [0.1, -0.3, -0.3], [-0.3, 0.0, 0.2], [0.0, 0.2, 0.1], [-0.2, 0.1, 0.0], [-0.2, -0.1, -0.2], [0.0, 0.0, 0.0], [0.1, 0.0, 0.0], [0.0, 0.0, 0.0], [0.0, 0.0, 0.0], [0.3, -0.2, -0.1], [0.0, 0.0, 0.0], [-0.2, -0.1, -0.3], [0.1, -0.1, 0.0], [0.0, 0.0, 0.0], [0.0, 0.0, 0.0], [0.0, 0.0, 0.0], [0.0, 0.0, 0.0], [0.0, 0.0, 0.0], [0.0, 0.0, 0.0], [0.0, 0.0, 0.0], [0.0, 0.0, 0.0], [0.0, 0.0, 0.0], [0.0, 0.0, 0.0], [-0.1, 0.0, 0.0], [0.1, 0.0, 0.2], [0.1, -0.1, -0.2], [0.0, 0.1, 0.0], [-0.1, 0.0, 0.2], [0.0, -0.2, -0.2], [0.1, 0.1, 0.0], [0.0, 0.0, 0.0], [0.0, 0.0, 0.0], [0.0, 0.0, 0.0], [0.1, -0.1, 0.0], [0.0, 0.1, 0.0], [-0.1, -0.1, 0.0], [0.0, 0.0, -0.1], [0.1, 0.0, 0.0], [0.0, 0.0, 0.1], [0.0, 0.2, 0.0], [0.0, 0.0, 0.0], [0.3, -0.3, 0.0], [-0.2, 0.1, -0.2], [-0.3, 0.8, 0.2], [0.2, -0.3, -0.2], [-0.4, 0.3, 0.3], [0.3, -0.1, -0.3], [0.0, 0.0, 0.0], [0.0, 0.0, 0.0], [0.0, 0.0, 0.0], [0.0, 0.0, 0.0], [0.0, 0.0, 0.0], [0.0, 0.0, 0.0], [-0.1, 0.0, 0.0], [0.0, 0.0, 0.0], [0.0, 0.0, 0.0], [0.0, 0.0, 0.0], [0.0, 0.1, 0.1], [0.0, -0.1, 0.0], [0.0, 0.0, 0.0], [-0.1, 0.0, -0.2], [0.1, 0.2, 0.1], [0.0, -0.1, 0.0], [0.1, 0.4, 0.0], [0.0, 0.0, 0.0], [0.1, -0.2, 0.5], [0.1, 0.0, -0.3], [-0.3, -0.3, -0.3], [0.1, 0.2, 0.0], [-0.1, -0.1, -0.1], [0.0, 0.0, 0.0]], "lowdin_charge": [0.672, -0.218, 0.062, -0.154, 0.019, -0.051, -0.065, -0.001, -0.139, -0.015, 0.136, -0.119, -0.276, -0.154, 0.021, 0.006, -0.167, -0.033, -0.077, -0.069, -0.022, -0.094, 0.181, 0.136, 0.059, 0.128, 0.113, 0.108, 0.108, 0.129, 0.122, 0.114, 0.104, 0.105, 0.102, 0.851, -0.609, -0.127, -0.151, 0.054, -0.138, -0.098, 0.096, 0.103, 0.106, 0.086, -0.072, -0.570, -0.051, -0.046, -0.138, -0.042, 0.002, -0.182, -0.014, -0.535, 0.206, -0.165, 0.051, 0.085, 0.085, 0.090, 0.084, 0.094, 0.074, 0.086, 0.081, 0.088, 0.108, 0.118, 0.122, 0.124, -0.144, -0.140, 0.124, -0.137, 0.119, -0.231, -0.156, -0.139, 0.086, -0.136, 0.126]}

> multiplicity of number 3 (C38H29BF5MnN3O5Se)?

4